(1)
The following is a quantum chemistry calculation of a structure of composition C58H68O4PPtS2, from OMol25.

Values from the calculation:
- orbital gap (alpha / beta) (eV) = 6.1 / 6.4
- total charge = -1
- relative energy (zero: lowest compared OMol25 entry of this formula, charge and spin) (kcal/mol) = 0.00
- total energy (eV) = -103647.6376
- E_HOMO (alpha / beta) (eV) = -3.737 / -4.509
- LUMO level (alpha / beta) (eV) = 2.38 / 1.86
- spin multiplicity = 3

```
134
Properties=species:S:1:pos:R:3:lowdin_spin:R:1
Pt 0.9450 0.0761 -0.0585 0.556
C -2.3908 -1.9426 -0.6710 0.002
O -1.1441 -1.6687 -0.0477 0.035
C -0.3539 -2.7396 0.3120 0.003
C 0.5022 -3.2493 -0.6546 0.012
C 0.5885 -2.5101 -1.9559 0.014
C 1.2992 -1.1704 -1.8219 0.047
C 2.8103 -1.2537 -2.0187 0.029
C 3.4566 0.0389 -2.4472 0.006
C 2.7660 1.1570 -2.2297 0.005
C 1.3261 1.1562 -1.8465 -0.015
C 0.6272 2.5057 -1.9809 -0.002
C 0.4585 3.2231 -0.6736 0.000
C 1.2401 4.3042 -0.3165 0.000
C 1.1562 4.8794 0.9566 0.000
C 0.3309 4.2594 1.8776 0.000
C -0.4623 3.1504 1.5570 0.000
C -1.1815 2.4541 2.6901 0.001
C -1.8927 1.1356 2.5067 0.004
C -3.2628 1.0843 2.7621 -0.001
C -3.9682 -0.1070 2.8577 0.005
C -3.2014 -1.2711 2.7974 0.000
C -1.8395 -1.2640 2.5486 0.005
C -1.0593 -2.5374 2.7563 0.001
C -0.2934 -3.1746 1.6232 0.003
C 0.5917 -4.2092 1.9185 0.000
C 1.4214 -4.7893 0.9664 0.004
C 1.3546 -4.2924 -0.3320 0.014
C 2.4249 -5.8646 1.3841 0.000
C 3.3114 -6.3041 0.2177 0.001
C 1.6738 -7.0908 1.9166 0.000
C 3.3369 -5.3025 2.4846 0.000
C -1.1634 -0.0482 2.2886 0.003
O 0.1210 -0.0351 1.9728 0.042
C -5.4733 -0.1860 3.1014 0.001
C -6.1297 -1.0090 1.9845 0.000
C -6.1261 1.1961 3.1184 0.000
C -5.7538 -0.8631 4.4504 0.000
C -0.4595 2.7146 0.2484 0.000
O -1.2771 1.6913 -0.1756 0.007
C -2.5637 2.0675 -0.6422 0.000
C 1.9880 6.1197 1.2867 0.000
C 1.6992 6.6540 2.6892 0.000
C 1.6671 7.2310 0.2779 0.000
C 3.4796 5.7758 1.2042 0.000
C 0.5775 -0.0116 -2.3507 0.021
O -0.5512 -0.0033 -2.8551 0.072
C 4.7489 -0.0073 -3.2615 0.001
C 5.4007 1.3733 -3.3692 0.000
C 4.3689 -0.4692 -4.6812 0.000
C 5.7907 -0.9888 -2.7122 0.001
H -2.4566 -2.9958 -0.9557 0.001
H -3.1981 -1.7029 0.0261 0.000
H -2.4618 -1.3167 -1.5618 0.000
H 1.1410 -3.1159 -2.6805 0.002
H -0.4000 -2.3098 -2.3684 0.000
H 3.0077 -2.0289 -2.7658 0.006
H 3.2024 2.1273 -2.4359 0.000
H 1.2272 3.1304 -2.6476 0.000
H -0.3372 2.3243 -2.4570 0.000
H 1.9452 4.6896 -1.0465 0.000
H 0.2970 4.6080 2.9034 0.000
H -0.4070 2.2811 3.4461 0.000
H -1.8846 3.1649 3.1356 0.000
H -3.7764 2.0305 2.8961 0.000
H -3.6753 -2.2355 2.9652 0.000
H -0.3186 -2.3277 3.5357 0.000
H -1.7361 -3.2902 3.1718 0.000
H 0.6560 -4.5287 2.9551 0.000
H 2.0349 -4.6450 -1.0956 0.004
H 2.7233 -6.7434 -0.5915 0.000
H 3.8812 -5.4643 -0.1861 0.002
H 4.0213 -7.0588 0.5653 0.000
H 1.0111 -7.4983 1.1497 0.000
H 2.3800 -7.8718 2.2138 0.000
H 1.0642 -6.8342 2.7848 0.000
H 3.8305 -4.3884 2.1459 0.000
H 2.7744 -5.0615 3.3880 0.000
H 4.1051 -6.0347 2.7502 0.000
H -5.9625 -0.5373 1.0134 0.000
H -5.7153 -2.0177 1.9401 0.000
H -7.2086 -1.0915 2.1480 0.000
H -5.9649 1.7257 2.1767 0.000
H -7.2038 1.0898 3.2669 0.000
H -5.7355 1.8148 3.9288 0.000
H -5.3587 -1.8802 4.4735 0.000
H -5.2831 -0.3038 5.2616 0.000
H -6.8306 -0.9122 4.6404 0.000
H -2.5897 3.1327 -0.8872 0.000
H -2.7673 1.4835 -1.5404 0.000
H -3.3123 1.8516 0.1238 0.000
H 0.6447 6.9115 2.8105 0.000
H 1.9658 5.9277 3.4595 0.000
H 2.2911 7.5561 2.8628 0.000
H 0.6079 7.4942 0.3206 0.000
H 2.2555 8.1255 0.5010 0.000
H 1.8942 6.9227 -0.7435 0.000
H 3.7314 5.0159 1.9462 0.000
H 3.7516 5.3817 0.2236 0.000
H 4.0884 6.6645 1.3978 0.000
H 4.7354 2.0999 -3.8381 0.000
H 5.6925 1.7534 -2.3860 0.000
H 6.2988 1.3002 -3.9868 0.000
H 3.5789 0.1609 -5.0952 0.000
H 5.2419 -0.4088 -5.3375 0.000
H 4.0192 -1.5034 -4.6879 0.000
H 6.0332 -0.7655 -1.6760 0.002
H 5.4341 -2.0190 -2.7407 0.000
H 6.7030 -0.9186 -3.3129 0.000
S 3.6225 -1.9513 -0.5009 0.434
P 4.4471 0.1598 0.5964 0.291
S 2.7485 1.0504 1.3069 0.202
C 5.0929 -0.9069 1.9509 0.009
C 6.0864 -1.8395 1.6546 0.000
C 6.5972 -2.6686 2.6439 0.001
C 6.1089 -2.5838 3.9412 -0.001
C 5.1062 -1.6709 4.2393 0.001
C 4.5980 -0.8399 3.2489 0.003
C 5.7615 1.4827 0.6473 0.082
C 5.4819 2.7976 1.0063 0.030
C 6.4753 3.7689 0.9691 0.002
C 7.7626 3.4433 0.5644 0.017
C 8.0528 2.1340 0.1989 -0.001
C 7.0582 1.1681 0.2358 0.019
H 6.4432 -1.9401 0.6351 0.000
H 7.3646 -3.3922 2.3971 0.000
H 6.4972 -3.2379 4.7123 0.000
H 4.7078 -1.6125 5.2449 0.000
H 3.7954 -0.1476 3.4714 0.003
H 4.4729 3.0568 1.3033 0.006
H 6.2402 4.7874 1.2567 0.000
H 8.5324 4.2043 0.5267 0.001
H 9.0519 1.8654 -0.1224 0.000
H 7.3051 0.1506 -0.0427 0.001
```



(2)
The following is a quantum chemistry calculation of the molecule CHCl3N4 in a non-equilibrium geometry, from OMol25.

Values from the calculation:
- orbital gap (alpha / beta) (eV) = 7.1 / 7.3
- relative energy (zero: lowest compared OMol25 entry of this formula, charge and spin) (kcal/mol) = 21.88
- total energy (eV) = -44574.2775
- E_HOMO (alpha / beta) (eV) = -9.003 / -9.046
- LUMO level (alpha / beta) (eV) = -1.86 / -1.79
- spin multiplicity = 1

```
9
Properties=species:S:1:pos:R:3:lowdin_charge:R:1
C 0.3827 0.1752 0.1047 -0.250
N 1.4101 -0.5639 0.4204 -0.098
N 0.3617 1.4917 -0.1556 -0.507
N 2.5094 -0.2501 0.9217 -0.421
N 1.1589 2.3683 0.1966 -0.445
Cl -0.9972 1.9168 -1.4008 0.495
Cl 3.6543 -1.5286 0.8633 0.536
Cl 1.6231 3.5940 -0.8704 0.590
H -0.5453 -0.3471 -0.0683 0.099
```



Q: Which value of total energy does entry 1 give?
A: -103647.6376 eV